Molecular formula: C19H24N2OS
Method: DFT, ωB97M-V/def2-TZVPD

Summary:
* multiplicity: 1
* DFT total energy: -35955.989 eV
* total charge: 0
* energy relative to the best compared isomer or geometry (same formula, charge and spin): 11.5 kcal/mol
* frontier orbital gap: 8.90 eV
* maximum force: 0.62 eV Å⁻¹

Element x y z (Å)
S1 2.104 0.164 3.455
O1 -1.170 -2.486 1.264
N1 -0.403 -1.148 -0.381
N2 -1.409 0.805 -2.124
C1 3.957 -2.363 4.790
C2 -0.374 1.151 -1.174
C3 -1.500 -1.467 -1.268
C4 -2.538 1.589 -4.117
C5 -2.424 0.228 -4.738
C6 -2.299 -0.197 -1.565
C7 1.934 -1.911 1.968
C8 -0.369 -1.659 0.870
C9 0.697 -0.035 2.485
C10 0.454 -0.109 -0.896
C11 -2.669 4.170 -3.072
C12 4.085 -1.816 3.362
C13 -3.205 3.904 -4.318
C14 2.776 -1.320 2.856
C15 -2.085 3.153 -2.340
C16 0.742 -1.172 1.744
C17 -3.130 2.620 -4.830
C18 5.290 -2.886 5.309
C19 -2.023 1.855 -2.840
H1 -2.755 0.164 -0.627
H2 -2.296 0.319 -5.814
H3 6.033 -2.092 5.321
H4 -1.574 -0.306 -4.321
H5 -2.124 -2.214 -0.775
H6 -1.682 3.373 -1.363
H7 -0.083 0.699 2.533
H8 -3.324 -0.362 -4.561
H9 -2.710 5.169 -2.663
H10 4.443 -2.607 2.700
H11 5.179 -3.268 6.321
H12 0.896 -0.457 -1.837
H13 5.657 -3.691 4.676
H14 2.145 -2.845 1.478
H15 3.595 -1.566 5.443
H16 -3.099 -0.414 -2.271
H17 -3.669 4.691 -4.893
H18 -3.527 2.414 -5.814
H19 4.817 -1.005 3.357
H20 3.217 -3.165 4.798
H21 -1.098 -1.879 -2.200
H22 1.252 0.106 -0.185
H23 0.265 1.923 -1.607
H24 -0.783 1.516 -0.216